{
  "formula": "C42H40FGeN3O6W",
  "method": "ωB97M-V/def2-TZVPD",
  "elements": ["W", "O", "C", "C", "O", "O", "C", "C", "C", "C", "C", "C", "C", "C", "C", "C", "C", "C", "H", "H", "H", "H", "H", "H", "H", "H", "H", "H", "H", "C", "C", "N", "C", "C", "C", "O", "O", "C", "O", "C", "C", "C", "F", "C", "C", "C", "N", "C", "C", "N", "C", "C", "H", "H", "H", "H", "H", "H", "H", "H", "H", "H", "H", "H", "H", "H", "H", "H", "H", "H", "Ge", "C", "C", "C", "C", "C", "C", "C", "C", "C", "C", "C", "C", "H", "H", "H", "H", "H", "H", "H", "H", "H", "H", "H"],
  "xyz": [[1.7335, 0.1989, -0.2929], [1.5376, 4.5416, -1.4395], [0.4957, 3.9164, -0.7417], [0.9190, 2.5269, -0.5455], [0.5548, 1.7012, 0.3888], [1.7558, 1.9028, -1.3452], [-0.6537, 3.4147, -1.6843], [-1.8903, 3.0518, -1.1403], [-2.9180, 2.6879, -1.9910], [-2.7075, 2.6682, -3.3665], [-1.4663, 2.9988, -3.9003], [-0.4244, 3.3537, -3.0617], [-0.0148, 4.6948, 0.4483], [-0.8151, 5.8040, 0.1714], [-1.2354, 6.6306, 1.1985], [-0.8737, 6.3472, 2.5099], [-0.0885, 5.2401, 2.7880], [0.3498, 4.4168, 1.7586], [1.3223, 5.4816, -1.5202], [-2.0518, 3.1007, -0.0707], [-3.8913, 2.4443, -1.5875], [-3.5223, 2.4035, -4.0276], [-1.3181, 2.9944, -4.9715], [0.5420, 3.6288, -3.4612], [-1.1240, 6.0195, -0.8458], [-1.8523, 7.4911, 0.9788], [-1.2116, 6.9896, 3.3117], [0.1856, 5.0125, 3.8098], [0.9611, 3.5571, 1.9976], [-0.9228, -6.6701, 2.3136], [-1.0393, -6.2049, 0.8732], [-0.1019, -5.0828, 0.5692], [-0.5904, -3.8458, 0.6118], [0.2161, -2.7603, 0.3841], [0.0226, -1.3045, 0.3316], [-0.0218, -0.7392, -0.8263], [0.5435, -0.6051, 1.2591], [1.5805, -2.9107, 0.0868], [2.3020, -1.8325, -0.1728], [2.1082, -4.2222, 0.0531], [3.4623, -4.4816, -0.2395], [3.9161, -5.7585, -0.2838], [5.1854, -5.9674, -0.6338], [3.0820, -6.8881, -0.0214], [1.7503, -6.6236, 0.2622], [1.2400, -5.3169, 0.2953], [3.5551, -8.1926, -0.0430], [4.9754, -8.5176, 0.0869], [5.1433, -9.8666, 0.7675], [4.4096, -10.9327, -0.0001], [2.9558, -10.5806, -0.1527], [2.8308, -9.2127, -0.8009], [-1.6236, -7.4868, 2.4814], [-1.1779, -5.8672, 3.0051], [0.0791, -7.0235, 2.5552], [-2.0383, -5.8301, 0.6625], [-0.8498, -6.9962, 0.1512], [-1.6440, -3.7460, 0.8347], [4.1402, -3.6707, -0.4683], [1.1079, -7.4535, 0.5082], [5.4781, -7.7873, 0.7138], [5.4789, -8.5214, -0.8873], [4.7232, -9.8635, 1.7721], [6.1937, -10.1474, 0.8160], [4.5031, -11.8331, 0.4773], [4.8379, -11.0556, -0.9226], [2.5278, -10.5935, 0.8484], [2.4814, -11.3487, -0.7605], [1.7745, -8.9697, -0.8711], [3.2163, -9.2548, -1.8292], [3.3774, 0.3612, 1.6465], [3.8866, 1.9417, 2.5021], [3.6639, 3.2082, 1.9319], [4.0269, 4.3390, 2.6325], [4.6062, 4.2142, 3.8958], [4.8290, 2.9653, 4.4642], [4.4743, 1.8200, 3.7715], [3.8031, 0.3891, -0.7408], [4.9100, 1.2369, -0.6359], [5.7404, 1.4263, -1.7303], [5.4476, 0.8319, -2.9494], [4.3252, 0.0271, -3.0828], [3.5169, -0.2264, -1.9792], [3.7338, -0.9845, 2.2641], [3.2271, 3.3122, 0.9435], [3.8618, 5.3186, 2.2048], [4.8893, 5.1059, 4.4400], [5.2823, 2.8847, 5.4426], [4.6584, 0.8479, 4.2135], [5.1306, 1.7984, 0.2620], [6.5992, 2.0776, -1.6359], [6.0886, 1.0026, -3.8042], [4.0936, -0.4382, -4.0314], [2.7130, -0.9575, -2.1283]],
  "largest_force_ev_per_a": 0.3,
  "homo_ev": -16.84,
  "lumo_energy_ev": -12.11,
  "molar_mass_g_mol": 958.2,
  "orbital_gap_ev": 4.729,
  "charge": 4
}